# 1
One molecule with the formula C5H9FIN, computed with ωB97M-V/def2-TZVPD.

Summary:
total charge	0
DFT total energy	-17637.7773	eV
LUMO level	0.019	hartree
gap between HOMO and LUMO	9.85	eV

```
17
Properties=species:S:1:pos:R:3:lowdin_charge:R:1
C -0.11 -1.23 -0.37 -0.193
C -1.44 -0.53 -0.07 -0.332
C 1.04 -0.82 0.56 -0.203
C -1.34 0.97 -0.20 -0.662
C 1.85 1.45 0.70 -0.122
N 1.75 0.33 0.05 -0.038
F 2.57 2.31 -0.07 -0.038
I -3.22 1.93 0.27 0.717
H -0.27 -2.31 -0.28 0.110
H 0.19 -1.04 -1.40 0.111
H -2.18 -0.91 -0.77 0.100
H -1.76 -0.80 0.94 0.101
H 0.68 -0.57 1.56 0.124
H 1.75 -1.65 0.66 0.121
H -1.10 1.28 -1.21 0.046
H -0.61 1.39 0.49 0.004
H 2.18 0.19 -0.87 0.153
```

=====

# 2
A 2-piece molecular cluster, C3H13N2 overall, computed with ωB97M-V/def2-TZVPD.

Summary:
expectation value of S²	0.754
total charge	+2
DFT total energy	-6281.1936	eV
spin multiplicity	2
LUMO level (alpha / beta)	-0.288 / -0.525	hartree
gap between HOMO and LUMO (alpha / beta)	14.30 / 7.89	eV

```
18
Properties=species:S:1:pos:R:3:lowdin_charge:R:1
C 2.25 1.68 -0.24 0.042
N 1.21 1.04 0.63 0.210
H 2.98 2.16 0.43 0.166
H 2.65 0.91 -0.91 0.125
H 1.77 2.42 -0.87 0.124
H 0.84 1.68 1.34 0.176
H 1.67 0.32 1.21 0.165
H -0.22 0.11 -0.05 0.111
C -1.44 -0.88 -1.41 0.021
N -1.16 -0.38 -0.02 -0.049
C -1.07 -1.42 1.08 0.037
H -0.56 -1.45 -1.72 0.115
H -2.38 -1.45 -1.42 0.129
H -1.52 -0.03 -2.10 0.117
H -1.92 0.31 0.08 0.183
H -1.93 -1.27 1.74 0.124
H -0.13 -1.32 1.62 0.087
H -1.04 -2.41 0.62 0.117
```

=====

# 3
C13H25Cl3EuNO4P2 as an isolated structure, computed with ωB97M-V/def2-TZVPD.

Summary:
expectation value of S²	12.010
total charge	0
DFT total energy	-99034.8561	eV
spin multiplicity	7
LUMO level (alpha / beta)	0.004 / 0.001	hartree
gap between HOMO and LUMO (alpha / beta)	3.79 / 5.38	eV

```
49
Properties=species:S:1:pos:R:3:lowdin_charge:R:1
C -0.63 0.78 -3.55 -0.058
C -0.79 0.43 -2.17 -0.390
N 0.08 0.94 -1.22 0.036
C 0.88 1.96 -1.58 -0.375
C 1.01 2.38 -2.90 -0.097
C 0.27 1.76 -3.91 -0.093
C -1.88 -0.40 -1.83 -0.340
P -2.47 -0.65 -0.19 0.642
Eu 0.20 -1.12 0.99 1.135
P 2.39 1.81 0.80 0.842
C 1.64 2.76 -0.52 -0.260
O -0.30 -3.58 -3.92 -0.073
O -1.01 -3.59 1.46 -0.139
H -1.26 0.28 -4.28 0.106
H 1.72 3.18 -3.12 0.089
H 0.39 2.06 -4.95 0.103
C -3.85 0.51 0.04 -0.297
C -3.31 -2.29 -0.29 -0.301
H 2.44 3.34 -0.99 0.098
H 0.96 3.48 -0.02 0.104
H -0.34 -4.40 -4.43 0.026
H -2.37 -0.89 -2.67 0.052
C 2.75 2.89 2.17 -0.236
C 3.88 1.01 0.22 -0.255
H 2.42 -0.95 0.24 -0.093
H -0.64 -3.60 2.37 0.042
H -0.70 -4.41 1.06 0.058
H 0.65 -3.37 -3.90 0.034
H 1.38 0.93 1.27 -0.115
H 2.29 -1.60 -0.13 -0.052
H -4.75 0.15 -0.48 0.038
H -4.06 0.62 1.11 0.005
H -3.55 1.48 -0.37 0.039
H -4.09 -2.26 -1.06 0.040
H -2.58 -3.07 -0.54 0.026
H -3.74 -2.52 0.69 0.029
H 4.72 1.72 0.17 0.058
H 4.13 0.20 0.92 0.048
H 3.70 0.58 -0.78 0.058
H 3.69 3.41 1.96 0.060
H 1.94 3.62 2.30 0.063
H 2.86 2.29 3.08 0.050
Cl -1.61 0.06 5.69 0.658
C -0.92 -0.36 4.15 -1.458
Cl -2.23 -0.75 2.96 0.580
Cl 0.04 1.01 3.49 0.576
C 0.01 -1.64 4.25 -0.769
O 0.08 -2.26 5.30 0.033
O 0.56 -1.94 3.10 -0.324
```

=====

# 4
C32H31N5O6ReS as an isolated structure, computed with ωB97M-V/def2-TZVPD.

Summary:
expectation value of S²	3.816
total charge	+2
DFT total energy	-66373.5472	eV
spin multiplicity	4
LUMO level (alpha / beta)	-0.231 / -0.252	hartree
gap between HOMO and LUMO (alpha / beta)	5.74 / 6.17	eV

```
76
Properties=species:S:1:pos:R:3:lowdin_charge:R:1
Re 11.75 11.42 11.50 1.721
O 10.98 8.01 15.07 0.122
C 11.05 9.01 14.13 -0.446
O 10.79 10.16 14.32 0.095
C 11.65 8.40 12.83 -0.055
O 12.48 9.36 12.15 -0.287
C 13.51 8.76 11.28 -0.018
C 14.01 9.88 10.44 -0.530
O 14.68 9.66 9.45 0.117
O 13.61 11.15 10.82 -0.235
H 10.49 8.39 15.84 0.159
H 12.19 7.51 13.14 0.144
H 10.87 8.12 12.10 0.138
H 14.29 8.27 11.85 0.155
H 12.98 8.06 10.62 0.159
N 11.86 15.58 11.94 0.145
C 11.02 16.36 11.05 -0.194
C 10.89 17.74 11.20 -0.022
C 10.12 18.48 10.32 -0.042
C 9.48 17.82 9.22 -0.015
C 9.75 16.44 9.02 -0.096
C 10.48 15.70 9.93 -0.476
S 10.72 14.01 9.56 1.042
N 11.51 13.39 11.02 -0.366
C 11.92 14.24 11.98 -0.325
C 12.65 13.68 13.07 -0.168
C 13.30 14.44 14.07 0.015
C 14.19 13.82 14.88 0.003
C 14.17 12.37 14.94 0.019
C 13.43 11.66 14.02 -0.058
N 12.69 12.30 13.05 -0.074
H 12.46 16.05 12.60 0.129
H 11.40 18.21 12.05 0.127
H 10.02 19.56 10.50 0.120
H 8.94 18.35 8.43 0.117
H 9.35 15.87 8.20 0.102
H 13.13 15.56 14.07 0.141
H 14.88 14.38 15.52 0.131
H 14.70 11.90 15.75 0.119
H 13.41 10.58 13.92 0.114
N 10.09 11.11 11.86 -0.122
C 8.77 11.05 12.09 -0.196
C 8.03 9.81 12.00 -0.183
C 8.45 8.85 11.04 -0.046
C 7.68 7.75 10.78 -0.074
C 6.55 7.46 11.51 -0.059
C 6.18 8.33 12.50 -0.044
C 6.87 9.54 12.75 0.014
C 7.99 12.22 12.49 -0.197
C 6.79 12.50 11.85 -0.022
C 6.05 13.67 12.15 -0.053
C 6.48 14.50 13.16 -0.079
C 7.67 14.22 13.83 -0.073
C 8.44 13.12 13.49 -0.021
H 9.30 9.08 10.40 0.094
H 8.04 7.08 9.99 0.118
H 6.02 6.56 11.25 0.121
H 5.32 8.08 13.15 0.130
H 6.49 10.27 13.43 0.119
H 6.44 11.78 11.10 0.130
H 5.13 13.87 11.53 0.136
H 5.96 15.45 13.34 0.125
H 7.97 14.86 14.69 0.123
H 9.39 12.99 14.04 0.115
C 10.11 9.86 7.00 0.012
N 11.51 10.13 7.35 -0.136
C 12.50 10.04 6.26 0.005
C 11.86 10.73 8.45 -0.236
O 11.14 10.77 9.52 -0.195
H 9.79 10.59 6.24 0.117
H 9.53 9.93 7.94 0.089
H 10.03 8.88 6.55 0.096
H 12.06 9.28 5.56 0.114
H 13.43 9.61 6.60 0.092
H 12.70 10.99 5.73 0.114
H 12.87 11.13 8.51 0.145
```

=====

# 5
An isolated ion of composition C5H13N2 and charge +1, computed with ωB97M-V/def2-TZVPD.

Summary:
SMILES	C=NCC[C@@H](C)[NH3+]
total charge	+1
DFT total energy	-8368.8606	eV
LUMO level	-0.109	hartree
gap between HOMO and LUMO	10.69	eV

```
20
Properties=species:S:1:pos:R:3:lowdin_charge:R:1
C -1.24 -2.17 -0.32 -0.060
C -0.21 -1.07 -0.54 -0.298
C 0.28 -0.63 0.89 -0.124
C 1.28 0.58 0.78 -0.200
C 1.11 2.96 0.39 0.010
N 0.76 1.78 0.13 -0.081
N -0.97 0.11 -1.19 0.201
H -1.63 -2.64 -1.23 0.091
H -0.80 -3.05 0.12 0.095
H -2.11 -1.80 0.23 0.098
H 0.65 -1.34 -1.16 0.152
H 0.71 -1.56 1.25 0.120
H -0.50 -0.35 1.61 0.130
H 2.19 0.25 0.27 0.127
H 1.47 0.83 1.82 0.115
H 0.68 3.72 -0.25 0.080
H 1.66 3.27 1.29 0.100
H -0.70 1.05 -0.85 0.119
H -0.67 0.14 -2.17 0.169
H -1.96 -0.10 -1.08 0.155
```

=====

# 6
A 2-piece molecular cluster, C30H44F3N2OP overall, computed with ωB97M-V/def2-TZVPD.

Summary:
SMILES	CC(C)(C)C1=CC(=CC(F)(F)F)C=C(C(C)(C)C)C1=O.CC(C)(C)N1PN(C(C)(C)C)c2ccccc21
total charge	0
DFT total energy	-54292.7078	eV
LUMO level	-0.058	hartree
gap between HOMO and LUMO	5.44	eV

```
81
Properties=species:S:1:pos:R:3:lowdin_charge:R:1
C -3.02 4.18 2.85 -0.046
C -1.91 4.09 3.89 -0.546
C -1.01 5.32 3.75 -0.073
C -2.56 4.15 5.28 -0.049
C -1.12 2.77 3.67 -0.049
C 0.13 2.71 3.12 0.032
C 0.83 1.49 2.85 -0.178
C 2.05 1.44 2.11 0.003
C 3.08 0.50 2.59 -0.549
F 4.34 0.85 2.14 0.080
F 3.21 0.44 3.97 0.108
F 2.89 -0.82 2.19 0.079
C 0.23 0.30 3.41 0.033
C -1.06 0.24 3.85 -0.053
C -1.77 -1.10 4.14 -0.547
C -2.41 -1.10 5.53 -0.046
C -0.79 -2.27 4.07 -0.065
C -2.86 -1.31 3.09 -0.037
C -1.83 1.50 3.94 -0.256
O -3.05 1.47 4.20 0.030
H -3.71 3.33 2.96 0.079
H -3.59 5.11 2.96 0.089
H -2.60 4.14 1.84 0.089
H -0.22 5.31 4.51 0.092
H -0.57 5.37 2.75 0.079
H -1.62 6.22 3.91 0.089
H -1.81 4.11 6.06 0.090
H -3.13 5.09 5.38 0.088
H -3.26 3.31 5.41 0.074
H 0.68 3.62 2.87 0.116
H 2.44 2.38 1.73 0.121
H 0.86 -0.60 3.39 0.105
H -3.15 -0.31 5.60 0.076
H -2.91 -2.07 5.69 0.087
H -1.65 -0.96 6.30 0.092
H -0.34 -2.37 3.07 0.079
H 0.01 -2.16 4.82 0.094
H -1.33 -3.21 4.28 0.090
H -2.43 -1.28 2.08 0.080
H -3.36 -2.28 3.24 0.089
H -3.60 -0.51 3.17 0.079
C 6.45 0.44 -0.30 -0.034
C 5.51 0.36 -1.51 -0.614
C 5.20 1.78 -1.97 -0.100
C 6.23 -0.36 -2.65 -0.038
N 4.25 -0.32 -1.14 -0.185
P 2.73 0.43 -1.13 1.054
H 2.44 0.82 0.37 -0.023
N 1.99 -1.08 -1.22 -0.194
C 0.58 -1.28 -1.62 -0.619
C 0.49 -2.29 -2.77 -0.036
C 0.02 0.05 -2.11 -0.099
C -0.26 -1.77 -0.44 -0.036
C 2.85 -2.15 -0.90 -0.209
C 4.19 -1.70 -0.87 -0.206
C 5.23 -2.59 -0.63 -0.034
C 4.92 -3.93 -0.43 -0.089
C 3.59 -4.38 -0.45 -0.087
C 2.55 -3.48 -0.68 -0.038
H 6.81 -0.55 0.01 0.070
H 7.32 1.05 -0.57 0.093
H 5.95 0.90 0.55 0.071
H 4.55 1.78 -2.86 0.073
H 4.71 2.36 -1.18 0.072
H 6.14 2.28 -2.23 0.091
H 5.56 -0.47 -3.51 0.095
H 7.10 0.24 -2.96 0.092
H 6.60 -1.35 -2.36 0.068
H 0.78 -3.30 -2.48 0.068
H -0.55 -2.33 -3.13 0.092
H 1.13 -1.96 -3.61 0.096
H 0.03 0.80 -1.31 0.071
H 0.58 0.43 -2.97 0.073
H -1.02 -0.10 -2.42 0.092
H -0.20 -1.05 0.38 0.081
H -1.31 -1.85 -0.76 0.093
H 0.06 -2.75 -0.07 0.069
H 6.26 -2.24 -0.62 0.087
H 5.74 -4.65 -0.27 0.103
H 3.36 -5.44 -0.31 0.102
H 1.52 -3.83 -0.71 0.089
```

=====

# 7
One molecule with the formula C4H6N2, computed with ωB97M-V/def2-TZVPD.

Summary:
SMILES	[H]/N=N/CC1=CC1
total charge	0
DFT total energy	-7220.2878	eV
LUMO level	0.030	hartree
gap between HOMO and LUMO	9.66	eV

```
12
Properties=species:S:1:pos:R:3:lowdin_charge:R:1
C -0.36 -0.20 -0.45 -0.222
C -0.63 -1.33 0.45 -0.138
C 0.24 1.24 -0.45 -0.149
C -1.09 -1.09 -1.01 0.023
N 1.23 1.37 1.64 0.039
N 1.17 1.86 0.53 -0.099
H 0.03 -2.17 0.82 0.097
H -1.23 -1.01 1.24 0.045
H 0.63 1.35 -1.48 0.107
H -0.60 1.93 -0.39 0.110
H -1.86 -1.56 -1.62 0.093
H 1.58 2.13 2.35 0.094
```

=====

# 8
An isolated ion of composition C5H9N3 and charge -1, computed with ωB97M-V/def2-TZVPD.

Summary:
expectation value of S²	0.762
total charge	-1
DFT total energy	-9798.8903	eV
spin multiplicity	2
LUMO level (alpha / beta)	0.159 / 0.156	hartree
gap between HOMO and LUMO (alpha / beta)	2.71 / 7.25	eV

```
17
Properties=species:S:1:pos:R:3:lowdin_charge:R:1
C 1.05 1.53 1.38 -0.336
C 1.38 0.24 0.66 -0.202
C 0.39 -0.37 -0.28 -0.397
C 0.40 -1.50 -1.04 -0.181
N -0.83 -1.59 -1.73 -0.048
C -1.54 -0.44 -1.30 -0.352
N -0.83 0.28 -0.40 -0.009
N -0.18 1.50 2.15 -0.037
H 1.04 2.37 0.63 0.103
H 1.86 1.70 2.08 0.077
H 1.42 -0.57 1.42 0.090
H 2.44 0.40 0.36 0.104
H 1.17 -2.25 -1.15 0.030
H -1.03 -2.23 -2.48 0.075
H -2.59 -0.27 -1.47 0.015
H -0.63 2.41 2.13 0.040
H -0.86 0.91 1.68 0.028
```

=====

# 9
C3H3N3O as an isolated structure, computed with ωB97M-V/def2-TZVPD.

Summary:
total charge	0
DFT total energy	-9673.3806	eV
LUMO level	-0.035	hartree
gap between HOMO and LUMO	9.24	eV

```
10
Properties=species:S:1:pos:R:3:lowdin_charge:R:1
N -1.33 1.00 1.04 0.040
C -0.29 0.26 0.44 -0.326
N -1.41 -0.13 1.93 0.060
N -0.35 -0.68 1.53 0.089
O 1.88 -1.46 -0.14 0.050
C 1.42 -0.73 -0.98 -0.269
C 0.31 0.22 -0.74 0.010
H -2.13 1.35 0.52 0.122
H 1.83 -0.72 -2.01 0.114
H 0.01 0.90 -1.54 0.109
```

=====

# 10
C29H36N4OPPd as an isolated structure, computed with ωB97M-V/def2-TZVPD.

Summary:
expectation value of S²	0.788
total charge	+2
DFT total energy	-51419.1358	eV
spin multiplicity	2
LUMO level (alpha / beta)	-0.221 / -0.283	hartree
gap between HOMO and LUMO (alpha / beta)	7.69 / 6.06	eV

```
72
Properties=species:S:1:pos:R:3:lowdin_charge:R:1
Pd 0.73 0.16 0.00 0.870
C -1.71 -2.71 -0.76 -0.072
N -0.68 -2.36 0.21 -0.213
C 0.41 -3.34 0.16 -0.048
C -1.15 -2.11 1.52 -0.231
C -2.34 -2.64 2.02 -0.003
C -2.76 -2.34 3.31 -0.041
C -2.00 -1.50 4.12 -0.049
C -0.82 -0.97 3.64 -0.047
C -0.40 -1.27 2.35 -0.261
N 0.77 -0.69 1.79 0.002
C 2.00 -0.94 2.29 -0.199
C 2.23 -1.58 3.54 0.030
C 3.52 -1.80 3.97 -0.027
C 4.61 -1.42 3.18 -0.002
C 4.40 -0.86 1.92 0.009
C 3.12 -0.62 1.47 -0.183
N 2.86 -0.13 0.13 -0.290
C 3.43 1.23 -0.05 -0.047
C 3.42 -1.04 -0.90 -0.037
H -2.11 -3.72 -0.63 0.099
H -1.28 -2.66 -1.76 0.070
H -2.53 -2.00 -0.71 0.082
H 0.05 -4.36 0.34 0.106
H 1.17 -3.12 0.92 0.081
H 0.89 -3.31 -0.82 0.082
H -2.94 -3.30 1.41 0.120
H -3.68 -2.76 3.68 0.122
H -2.34 -1.25 5.12 0.121
H -0.23 -0.29 4.25 0.125
H 1.40 -1.90 4.14 0.115
H 3.69 -2.28 4.93 0.126
H 5.62 -1.60 3.52 0.127
H 5.25 -0.62 1.29 0.128
H 4.52 1.20 0.00 0.101
H 3.05 1.89 0.72 0.097
H 3.13 1.60 -1.03 0.085
H 4.51 -1.00 -0.90 0.101
H 3.05 -0.73 -1.87 0.081
H 3.10 -2.06 -0.68 0.092
O 1.05 0.67 -1.97 -0.268
N 0.20 0.54 -3.00 -0.156
C -0.04 -0.70 -3.47 -0.004
C -0.85 -0.89 -4.56 -0.006
C -1.40 0.23 -5.19 -0.009
C -1.11 1.49 -4.70 -0.005
C -0.30 1.62 -3.59 0.003
H 0.46 -1.49 -2.93 0.131
H -1.03 -1.89 -4.93 0.128
H -2.03 0.11 -6.06 0.129
H -1.50 2.38 -5.17 0.128
H 0.00 2.57 -3.17 0.137
C -0.74 2.32 1.98 -0.216
P -1.19 1.38 0.50 0.877
C -2.78 0.65 0.94 -0.202
C -1.58 2.62 -0.75 -0.383
C -2.64 2.42 -1.63 -0.099
C -2.96 3.38 -2.58 -0.075
C -2.20 4.54 -2.66 -0.056
C -1.14 4.75 -1.80 -0.057
C -0.83 3.79 -0.84 -0.092
H 0.15 2.92 1.81 0.046
H -0.52 1.62 2.78 0.030
H -1.57 2.97 2.28 0.076
H -3.50 1.47 1.08 0.078
H -2.71 0.09 1.87 0.035
H -3.15 -0.01 0.16 0.040
H -3.25 1.52 -1.56 0.106
H -3.80 3.23 -3.24 0.120
H -2.46 5.30 -3.39 0.120
H -0.56 5.66 -1.85 0.119
H 0.00 3.97 -0.16 0.104
```

=====

# 11
One molecule with the formula C8H9NO4S, computed with ωB97M-V/def2-TZVPD.

Summary:
total charge	0
DFT total energy	-28954.4970	eV
LUMO level	0.007	hartree
gap between HOMO and LUMO	8.54	eV

```
23
Properties=species:S:1:pos:R:3:lowdin_charge:R:1
C 2.05 1.78 -1.41 -0.093
C 2.47 0.46 -1.73 -0.074
C 0.83 1.95 -0.85 -0.056
C 1.68 -0.64 -1.48 -0.017
C 0.01 0.87 -0.59 -0.210
C 0.45 -0.42 -0.89 -0.270
C -1.27 1.00 0.08 -0.076
C -1.68 -0.35 0.59 -0.358
N -0.29 -2.29 2.00 -0.078
O 0.00 0.20 2.53 -0.252
O -2.13 -0.86 3.10 -0.277
O -0.39 -1.40 -0.37 -0.096
O -2.82 -0.96 0.31 0.102
S -0.99 -0.75 2.22 0.643
H 2.83 2.56 -1.60 0.118
H 3.44 0.38 -2.17 0.090
H 0.44 2.96 -0.88 0.121
H 1.91 -1.69 -1.53 0.113
H -1.10 1.63 0.91 0.128
H -1.99 1.27 -0.77 0.173
H 0.69 -2.30 1.59 0.108
H -0.93 -2.90 1.41 0.102
H -3.22 -0.48 -0.46 0.160
```

=====

# 12
A 7-piece molecular cluster, H14O7 overall, computed with ωB97M-V/def2-TZVPD.

Summary:
SMILES	O.O.O.O.O.O.O
total charge	0
DFT total energy	-14559.7502	eV
LUMO level	-0.006	hartree
gap between HOMO and LUMO	10.53	eV

```
21
Properties=species:S:1:pos:R:3:lowdin_charge:R:1
O 0.88 0.79 -0.06 -0.033
H 0.62 0.40 0.78 0.038
H 0.48 1.60 -0.22 -0.030
O -0.59 2.82 -0.91 -0.008
H -1.31 2.53 -1.45 0.049
H -0.22 3.61 -1.28 0.060
O -0.78 -0.09 2.11 -0.041
H -1.18 -0.70 1.49 0.012
H -1.40 0.65 2.17 0.081
O 2.65 -0.69 -1.92 -0.079
H 2.60 0.02 -2.60 0.040
H 2.39 -0.13 -1.17 -0.001
O -1.59 -2.10 0.10 0.006
H -2.21 -1.41 0.06 0.018
H -0.80 -1.82 -0.28 0.007
O -0.71 -0.19 -2.01 -0.080
H -0.62 0.60 -2.58 0.040
H -0.16 0.08 -1.25 -0.026
O 0.97 -2.04 2.80 -0.053
H 0.38 -1.29 2.76 -0.037
H 0.61 -2.64 3.46 0.035
```

=====

Max |F| list, top to bottom, in eV/Å: 0.81, 4.84, 2.37, 7.24, 2.91, 3.78, 2.99, 2.97, 0.56, 0.47, 3.67, 3.23